99
Properties=species:S:1:pos:R:3:forces:R:3:lowdin_charge:R:1 method="wB97M-V/def2-TZVPD" lumo_ev=0.13 orbital_gap_ev=7.908 relative_energy_kcal_mol=0.0 fmax_ev_per_a=2.8 e_tot_ha=-2525.05823 homo_energy_ev=-7.78
O 0.907629 -1.699417 0.506558 0.22 -0.37 0.00 -0.3352
O 0.836250 -0.309111 -4.464006 -0.16 -0.35 -0.58 -0.1959
C 2.319960 -1.989902 0.349572 -0.54 0.23 -0.28 -0.2651
C 2.834698 -3.089701 1.251224 0.08 -0.25 0.08 -0.0617
H 2.835375 -1.041932 0.563636 -0.23 -0.20 -0.05 0.1012
H 2.507840 -2.235252 -0.707527 0.04 0.11 0.26 0.1111
H 2.601835 -2.910018 2.305738 -0.04 0.00 -0.28 0.0511
H 3.922718 -3.152303 1.153016 -0.08 0.03 -0.02 0.0869
H 2.430176 -4.067399 0.969552 0.05 0.12 0.09 0.0802
C 0.018004 -2.819679 0.311816 0.25 0.00 0.53 -0.2613
C 0.031904 -3.366224 -1.097441 -0.12 0.10 -0.07 -0.0584
H -0.986033 -2.452024 0.572985 0.38 0.00 -0.05 0.0999
H 0.270179 -3.606069 1.045495 -0.13 0.24 -0.24 0.1092
H -0.336737 -2.614152 -1.803147 0.17 -0.12 0.01 0.0805
H -0.627997 -4.236879 -1.140577 0.04 0.05 -0.05 0.0836
H 1.032706 -3.689755 -1.391767 -0.10 0.00 -0.06 0.0699
C -0.228793 0.277402 -5.236360 0.45 0.02 0.28 -0.2684
C 1.788917 -1.085894 -5.207815 -0.31 0.42 0.22 -0.2684
C -1.538045 -0.482133 -5.102052 0.00 -0.12 0.01 -0.0766
H 0.050320 0.347948 -6.304457 0.05 0.09 0.39 0.1193
H -0.341763 1.290349 -4.819953 -0.02 -0.20 -0.30 0.1083
H -1.447277 -1.505227 -5.486488 -0.03 0.20 0.14 0.0644
H -2.308297 0.029399 -5.686532 0.00 -0.03 0.06 0.0763
H -1.866492 -0.517549 -4.056516 0.11 -0.02 -0.18 0.0706
C 1.206661 -2.244174 -6.003565 -0.02 -0.08 0.01 -0.0904
H 2.483869 -1.460751 -4.445284 -0.09 0.13 -0.23 0.1161
H 2.334799 -0.412999 -5.892260 -0.02 -0.16 0.17 0.1161
H 0.623982 -2.924162 -5.371176 0.07 0.18 -0.08 0.0779
H 2.033529 -2.816235 -6.433705 -0.06 0.03 -0.02 0.0761
H 0.580820 -1.896025 -6.833893 0.07 -0.09 0.19 0.0715
H 1.497875 1.491181 -2.676164 0.11 0.48 0.05 0.0273
N -0.880090 -1.049017 3.508581 -0.14 0.89 -0.01 -0.0310
C -1.824826 -0.464380 4.266831 0.71 -0.59 -0.43 -0.3536
C -2.463370 0.764773 3.999435 -0.17 0.49 0.34 -0.0563
C -2.419990 1.610775 2.884346 0.38 -0.26 -0.64 -0.3424
C -2.285581 -1.153205 5.526355 -0.27 -0.18 0.13 -0.0355
H -1.503146 -1.738661 6.015286 -0.03 0.00 -0.33 0.0845
H -3.131012 -1.809868 5.279055 0.13 0.06 0.20 0.0878
H -2.607052 -0.404168 6.253140 -0.10 -0.10 -0.19 0.0733
C -3.302259 2.837028 2.884204 -0.47 -0.26 0.18 -0.0026
H -3.974281 2.835332 2.017259 0.20 0.09 0.08 0.0943
H -2.702935 3.757610 2.873767 -0.11 -0.32 -0.10 0.0830
H -3.915421 2.835239 3.789211 0.07 0.11 -0.17 0.0796
N -1.637695 1.385587 1.819101 0.46 -0.29 0.20 -0.0866
C -0.575783 -2.440622 3.668143 0.25 -0.11 0.40 -0.2163
C 0.656988 -2.870965 4.222649 -0.60 -0.07 -0.11 -0.2229
C 1.726418 -1.931985 4.694299 0.33 0.18 0.35 -0.0532
C 0.880261 -4.237098 4.410361 -0.10 -0.11 -0.25 -0.0568
H 1.810495 -4.549711 4.896184 -0.30 0.07 -0.23 0.1194
C -0.053972 -5.185809 4.000275 -0.12 -0.06 0.06 -0.0793
H 0.134890 -6.252354 4.138830 -0.01 0.33 0.00 0.1027
C -1.249498 -4.765850 3.422941 0.37 0.28 0.08 -0.0557
H -2.003292 -5.482236 3.094853 0.24 0.08 0.08 0.1130
C -1.516093 -3.404481 3.250751 0.30 -0.08 0.20 -0.2401
C -2.822113 -3.043518 2.615209 -0.37 -0.03 -0.28 -0.0477
C -1.882358 1.978771 0.539471 0.05 0.46 0.07 -0.2325
C -1.262215 3.190980 0.173494 -0.47 -0.37 0.02 -0.2313
C -0.315059 3.893229 1.096668 0.29 0.39 0.13 -0.0475
C -1.575075 3.762407 -1.058436 -0.15 -0.30 -0.27 -0.0656
H -1.126066 4.720830 -1.316809 -0.07 -0.20 -0.03 0.1121
C -2.429909 3.117060 -1.954541 0.13 -0.06 0.26 -0.0814
H -2.637941 3.563877 -2.924189 -0.02 -0.06 0.18 0.1017
C -2.988385 1.885046 -1.609613 0.17 0.31 -0.01 -0.0503
H -3.654248 1.367443 -2.299255 0.15 0.11 0.09 0.1074
C -2.721059 1.305804 -0.371649 0.27 0.28 0.27 -0.2132
C -3.311415 -0.020398 -0.007516 -0.33 -0.44 -0.01 -0.0356
Pb 0.505552 0.492183 2.238858 -0.66 -0.18 0.48 1.4085
H 2.690544 -2.151853 4.211432 -0.26 0.11 0.06 0.0764
H 1.891977 -2.086613 5.770068 -0.06 0.17 -0.22 0.0950
H 1.492993 -0.872009 4.564196 -0.01 -0.18 0.03 0.0119
H -2.841619 -2.043274 2.177532 0.08 -0.04 0.16 0.0568
H -3.640277 -3.117734 3.343514 0.07 0.08 -0.16 0.0867
H -3.031462 -3.765326 1.813251 -0.08 0.18 0.18 0.0862
H 0.189589 4.694844 0.540238 -0.08 -0.15 0.23 0.0810
H 0.474176 3.237045 1.497257 -0.29 0.19 -0.04 0.0307
H -0.832514 4.354420 1.952612 0.24 -0.22 -0.20 0.0813
H -3.800940 -0.009394 0.976565 0.18 0.00 -0.22 0.0813
H -2.549891 -0.816204 0.008450 -0.12 0.27 0.10 0.0709
H -4.059446 -0.312279 -0.753547 0.10 0.03 0.14 0.0803
H -3.175019 1.078612 4.770537 0.50 -0.08 -0.23 0.1050
C 1.487472 2.578980 -2.472667 -0.07 0.01 -0.07 -0.1673
Si 2.955844 3.508397 -3.217375 -0.05 -0.20 -0.08 0.4558
H 0.554472 2.969049 -2.902461 0.11 -0.06 0.17 0.0159
H 1.433753 2.737598 -1.385966 -0.01 -0.10 -0.20 0.0198
C 4.459322 2.380967 -3.188839 0.08 0.01 -0.02 -0.1920
C 3.353449 5.084248 -2.264882 -0.06 0.02 0.08 -0.1928
C 2.571060 3.991288 -4.998214 0.01 -0.04 -0.05 -0.1930
H 3.374286 4.614976 -5.415396 -0.16 -0.14 0.07 0.0295
H 1.634905 4.562978 -5.061587 0.18 -0.11 0.01 0.0284
H 2.468887 3.101216 -5.634021 0.00 0.17 0.10 0.0235
H 4.804368 2.222901 -2.158213 -0.03 -0.01 -0.19 0.0300
H 5.288904 2.813148 -3.764464 -0.12 -0.10 0.14 0.0296
H 4.213657 1.402065 -3.621519 0.06 0.17 0.08 0.0216
H 3.371488 4.902375 -1.181950 0.01 0.06 -0.19 0.0260
H 2.611922 5.869643 -2.466523 0.14 -0.15 0.08 0.0280
H 4.340121 5.472707 -2.556066 -0.23 -0.08 0.04 0.0303
S 0.268239 0.999294 6.855443 -0.20 -0.10 0.78 0.5754
C 0.638664 1.489571 5.389230 0.72 0.44 -2.71 -1.0291
N 0.949998 1.797406 4.266942 -0.77 -0.65 1.37 -0.1289